Below is the molecule C5H9NO4, with properties calculated with wB97M-V/def2-TZVPD.

XYZ file:
```
19
Properties=species:S:1:pos:R:3:forces:R:3:nbo_charge:R:1
C -1.0262 -0.5604 0.2867 0.19 -0.56 -1.40 -0.156
C -1.2161 0.9604 0.0579 -0.46 0.18 1.23 0.803
C 0.3990 -0.9809 -0.1898 -0.39 0.21 0.30 -0.397
C 1.5330 -0.4406 0.6901 -0.15 -0.26 0.93 -0.530
C 2.5418 0.3423 -0.0874 1.15 -0.94 0.17 0.789
H -2.9462 -1.0156 -0.2586 0.05 -0.27 0.35 0.365
H -1.9641 -1.0497 -1.4760 0.35 -0.43 0.43 0.350
H -1.2003 -0.8408 1.3397 0.28 0.54 -0.25 0.233
H 0.5506 -0.6078 -1.2118 -0.23 -0.16 0.09 0.213
H 0.4630 -2.0752 -0.2299 -0.27 0.33 -0.01 0.241
H 2.0487 -1.2356 1.2291 0.06 -0.11 -0.36 0.240
H 1.1574 0.1938 1.4913 -0.28 0.22 -0.03 0.216
H 1.2962 1.8240 -0.1258 -0.69 -0.29 0.32 0.512
H -2.5329 2.2601 -0.2340 0.01 0.10 0.05 0.504
N -2.0119 -1.3492 -0.4895 -0.18 0.89 -0.52 -0.798
O -0.3828 1.8382 0.1206 -0.09 -0.38 -0.22 -0.636
O 3.6231 -0.1320 -0.3808 -0.91 0.80 -0.02 -0.585
O 2.1745 1.5687 -0.4178 1.42 0.55 -0.86 -0.688
O -2.5069 1.3004 -0.1140 0.14 -0.43 -0.20 -0.676
```
Positions in Å, forces in eV/Å.

Results
HOMO energy: -9.8847 eV
Molecular weight: 147.13 g/mol
Energy above the lowest of the compared OMol25 structures with the same formula, charge and spin: 45.3 kJ/mol
E_LUMO: 0.206 eV
Gap between HOMO and LUMO: 10.091 eV
Charge: 0
Structure (SMILES): N[C@@H](CCC(=O)O)C(=O)O

Below is a 6-piece molecular cluster, C26H43BIN5O5 overall, with properties calculated with wB97M-V/def2-TZVPD.

XYZ file:
```
81
Properties=species:S:1:pos:R:3:forces:R:3:mulliken_charge:R:1
C -2.6993 -2.3068 -2.7428 -0.57 0.51 0.48 -0.823
B -2.0577 -3.2480 -1.5875 -1.46 -0.01 -0.05 0.300
O -2.9712 -3.7511 -0.5652 2.12 1.91 -0.70 -0.554
C -0.4863 -3.6487 -1.4654 0.38 -1.08 0.65 0.924
C -0.3403 -5.1340 -0.8553 0.21 -0.95 0.58 -0.202
C -0.2800 -5.2089 0.7407 -4.99 -0.19 1.87 -0.126
O -1.3163 -5.2519 1.4573 4.84 0.24 -3.22 -0.502
I 1.6312 -5.2957 1.8428 -0.52 0.12 -0.75 -0.012
C 0.1942 -2.4004 -0.7211 -0.47 1.25 0.28 -0.135
O 1.3198 -2.0437 -1.6138 0.84 -3.04 0.33 -0.351
C 1.6234 -3.3364 -2.1836 0.25 -0.06 -0.24 0.517
O 2.6887 -3.9695 -2.2126 -4.28 2.88 -0.20 -0.514
O 0.3203 -3.7399 -2.6894 2.01 0.22 1.23 -0.381
H -2.0781 -1.3697 -2.9864 -0.78 -1.60 0.06 0.276
H -3.7169 -1.9315 -2.3362 1.56 -0.61 -0.75 0.210
H -2.9312 -2.9413 -3.6716 0.52 1.02 1.16 0.290
H -3.1159 -2.9898 0.0561 -0.26 -1.05 -0.69 0.322
H -1.2642 -5.7389 -1.1961 1.41 0.94 0.88 0.338
H 0.5632 -5.7116 -1.2809 -1.24 1.29 0.65 0.309
H -0.5365 -1.5030 -0.6733 1.53 -1.54 -0.30 -0.037
H 0.6155 -2.5159 0.3328 -0.64 -0.39 -1.39 0.216
C 5.3643 0.5963 1.6365 0.07 -0.01 0.07 -1.171
C 4.9991 -0.3924 0.5340 0.19 0.01 0.30 -0.444
C 3.9764 0.1700 -0.4556 -0.61 -0.04 0.54 -0.237
C 2.7041 0.5141 0.2640 -2.45 0.66 0.99 0.238
N 1.7019 0.7819 0.8292 3.26 -0.84 -1.68 -0.437
H 4.4977 0.8524 2.2514 0.02 0.01 -0.10 0.340
H 6.1164 0.1636 2.3007 -0.03 0.07 -0.07 0.349
H 5.7730 1.5200 1.2152 -0.03 -0.05 0.06 0.291
H 4.6074 -1.3060 0.9925 -0.01 0.05 -0.17 0.279
H 5.9067 -0.6693 -0.0101 -0.15 -0.01 -0.07 0.360
H 3.7581 -0.5686 -1.2313 -0.19 0.12 0.09 0.110
H 4.3662 1.0682 -0.9426 -0.14 0.00 0.09 0.342
C -2.3717 -1.1915 3.5836 -0.06 -0.03 0.08 -0.939
C -1.6696 0.1615 3.6387 0.12 -0.33 0.16 -0.645
C -2.0802 1.0925 2.4954 0.36 -0.56 -0.55 0.187
C -1.7269 0.4677 1.1776 0.56 -0.85 -2.45 0.176
N -1.4481 -0.0233 0.1403 -1.33 1.83 3.44 -0.601
H -2.1153 -1.7422 2.6744 -0.01 0.05 0.03 0.095
H -2.0710 -1.8103 4.4323 -0.06 0.03 -0.08 0.352
H -3.4587 -1.0707 3.6183 0.08 -0.03 -0.01 0.306
H -0.5868 0.0003 3.6152 -0.08 0.13 -0.02 0.346
H -1.9022 0.6443 4.5922 0.01 0.10 -0.15 0.359
H -1.5618 2.0509 2.5865 -0.02 -0.07 -0.20 0.269
H -3.1571 1.2854 2.5235 0.28 -0.14 -0.13 -0.084
C 3.1196 -7.3325 -6.4095 0.03 -0.06 -0.08 -1.184
C 2.5365 -5.9236 -6.3740 0.04 -0.24 -0.23 -0.554
C 2.2801 -5.4210 -4.9513 -0.58 -0.62 0.03 -0.152
C 1.2958 -6.3217 -4.2612 -1.77 -1.44 1.54 0.389
N 0.5214 -7.0303 -3.7184 2.51 2.25 -1.80 -0.599
H 2.4317 -8.0643 -5.9784 0.05 0.09 0.04 0.354
H 3.3128 -7.6377 -7.4409 0.03 0.02 0.09 0.353
H 4.0635 -7.3801 -5.8579 -0.08 -0.03 -0.04 0.294
H 1.6027 -5.9120 -6.9454 0.07 0.10 0.09 0.308
H 3.2283 -5.2397 -6.8745 -0.09 0.06 0.11 0.358
H 1.8765 -4.4059 -4.9784 -0.06 -0.15 0.17 0.164
H 3.2097 -5.4005 -4.3772 -0.19 -0.05 0.07 0.336
C -4.6276 6.1254 3.1583 -0.01 0.10 0.04 -1.291
C -3.6807 5.6308 2.0708 -0.01 0.09 0.27 -0.120
C -4.3072 4.5555 1.1793 -0.05 -0.50 0.59 -0.336
C -4.6858 3.3618 2.0080 -0.90 -2.24 1.25 0.255
N -4.9812 2.4219 2.6607 0.85 3.16 -2.08 -0.591
H -4.9043 5.3232 3.8472 0.00 0.02 -0.09 0.361
H -4.1491 6.9095 3.7495 -0.03 -0.08 -0.07 0.343
H -5.5436 6.5374 2.7231 0.04 -0.04 0.05 0.352
H -2.7748 5.2401 2.5415 -0.13 0.03 -0.16 0.122
H -3.3796 6.4791 1.4487 0.01 -0.14 -0.07 0.281
H -3.5961 4.2440 0.4097 -0.14 -0.15 0.07 0.293
H -5.1999 4.9417 0.6794 -0.01 -0.18 0.08 0.366
C 1.2846 6.1433 1.2390 0.02 -0.04 -0.07 -1.033
C 0.7180 7.5591 1.2716 0.10 -0.25 -0.25 -0.398
C 0.4620 8.0656 2.6931 -0.63 -0.54 0.11 -0.420
C -0.5354 7.1773 3.3802 -1.77 -1.42 1.53 0.315
N -1.3201 6.4787 3.9206 2.64 2.29 -1.72 -0.507
H 0.5866 5.4196 1.6679 0.06 0.07 0.03 0.251
H 1.4780 5.8353 0.2087 0.03 0.02 0.10 0.321
H 2.2257 6.0847 1.7942 -0.08 -0.03 -0.04 0.302
H -0.2135 7.5816 0.6967 0.06 0.11 0.10 0.268
H 1.4196 8.2344 0.7734 -0.11 0.06 0.11 0.316
H 0.0704 9.0856 2.6641 -0.05 -0.13 0.16 0.275
H 1.3903 8.0753 3.2708 -0.15 -0.07 0.05 0.302
```
Positions in Å, forces in eV/Å.

Results
HOMO energy: -9.4000 eV
Molecular weight: 643.38 g/mol
E_LUMO: 0.328 eV
Gap between HOMO and LUMO: 9.728 eV
Charge: 0
Structure (SMILES): CB(O)[C@]1(CC(=O)I)COC(=O)O1.CCCC#N.CCCC#N.CCCC#N.CCCC#N.CCCC#N

- The highest gap between HOMO and LUMO belongs to which entry?
  C5H9NO4

Please write out number 1 again, unchanged.
Below is the molecule C5H9NO4, with properties calculated with wB97M-V/def2-TZVPD.

XYZ file:
```
19
Properties=species:S:1:pos:R:3:forces:R:3:nbo_charge:R:1
C -1.0262 -0.5604 0.2867 0.19 -0.56 -1.40 -0.156
C -1.2161 0.9604 0.0579 -0.46 0.18 1.23 0.803
C 0.3990 -0.9809 -0.1898 -0.39 0.21 0.30 -0.397
C 1.5330 -0.4406 0.6901 -0.15 -0.26 0.93 -0.530
C 2.5418 0.3423 -0.0874 1.15 -0.94 0.17 0.789
H -2.9462 -1.0156 -0.2586 0.05 -0.27 0.35 0.365
H -1.9641 -1.0497 -1.4760 0.35 -0.43 0.43 0.350
H -1.2003 -0.8408 1.3397 0.28 0.54 -0.25 0.233
H 0.5506 -0.6078 -1.2118 -0.23 -0.16 0.09 0.213
H 0.4630 -2.0752 -0.2299 -0.27 0.33 -0.01 0.241
H 2.0487 -1.2356 1.2291 0.06 -0.11 -0.36 0.240
H 1.1574 0.1938 1.4913 -0.28 0.22 -0.03 0.216
H 1.2962 1.8240 -0.1258 -0.69 -0.29 0.32 0.512
H -2.5329 2.2601 -0.2340 0.01 0.10 0.05 0.504
N -2.0119 -1.3492 -0.4895 -0.18 0.89 -0.52 -0.798
O -0.3828 1.8382 0.1206 -0.09 -0.38 -0.22 -0.636
O 3.6231 -0.1320 -0.3808 -0.91 0.80 -0.02 -0.585
O 2.1745 1.5687 -0.4178 1.42 0.55 -0.86 -0.688
O -2.5069 1.3004 -0.1140 0.14 -0.43 -0.20 -0.676
```
Positions in Å, forces in eV/Å.

Results
HOMO energy: -9.8847 eV
Molecular weight: 147.13 g/mol
Energy above the lowest of the compared OMol25 structures with the same formula, charge and spin: 45.3 kJ/mol
E_LUMO: 0.206 eV
Gap between HOMO and LUMO: 10.091 eV
Charge: 0
Structure (SMILES): N[C@@H](CCC(=O)O)C(=O)O

What did the first record say?
Below is the molecule C5H9NO4, with properties calculated with wB97M-V/def2-TZVPD.

XYZ file:
```
19
Properties=species:S:1:pos:R:3:forces:R:3:nbo_charge:R:1
C -1.0262 -0.5604 0.2867 0.19 -0.56 -1.40 -0.156
C -1.2161 0.9604 0.0579 -0.46 0.18 1.23 0.803
C 0.3990 -0.9809 -0.1898 -0.39 0.21 0.30 -0.397
C 1.5330 -0.4406 0.6901 -0.15 -0.26 0.93 -0.530
C 2.5418 0.3423 -0.0874 1.15 -0.94 0.17 0.789
H -2.9462 -1.0156 -0.2586 0.05 -0.27 0.35 0.365
H -1.9641 -1.0497 -1.4760 0.35 -0.43 0.43 0.350
H -1.2003 -0.8408 1.3397 0.28 0.54 -0.25 0.233
H 0.5506 -0.6078 -1.2118 -0.23 -0.16 0.09 0.213
H 0.4630 -2.0752 -0.2299 -0.27 0.33 -0.01 0.241
H 2.0487 -1.2356 1.2291 0.06 -0.11 -0.36 0.240
H 1.1574 0.1938 1.4913 -0.28 0.22 -0.03 0.216
H 1.2962 1.8240 -0.1258 -0.69 -0.29 0.32 0.512
H -2.5329 2.2601 -0.2340 0.01 0.10 0.05 0.504
N -2.0119 -1.3492 -0.4895 -0.18 0.89 -0.52 -0.798
O -0.3828 1.8382 0.1206 -0.09 -0.38 -0.22 -0.636
O 3.6231 -0.1320 -0.3808 -0.91 0.80 -0.02 -0.585
O 2.1745 1.5687 -0.4178 1.42 0.55 -0.86 -0.688
O -2.5069 1.3004 -0.1140 0.14 -0.43 -0.20 -0.676
```
Positions in Å, forces in eV/Å.

Results
HOMO energy: -9.8847 eV
Molecular weight: 147.13 g/mol
Energy above the lowest of the compared OMol25 structures with the same formula, charge and spin: 45.3 kJ/mol
E_LUMO: 0.206 eV
Gap between HOMO and LUMO: 10.091 eV
Charge: 0
Structure (SMILES): N[C@@H](CCC(=O)O)C(=O)O